Entry from the Open Molecules 2025 dataset: a structure of composition C52H46N6O5SbTi at a distorted geometry (ωB97M-V/def2-TZVPD).

Geometry as XYZ:
```
111
Properties=species:S:1:pos:R:3:forces:R:3
Sb 0.4586 0.2907 4.2942 0.1 -0.1 0.2
Ti 0.6107 -0.1806 -0.4055 0.6 1.3 -2.3
O -1.2264 -1.3986 -0.3389 -0.2 -0.2 0.2
O -2.2421 2.6836 3.0588 0.0 0.1 0.2
O -2.0293 -1.6291 1.6742 -0.5 -0.3 0.2
O -0.0169 -0.8935 1.3325 -1.0 -0.8 1.1
O -1.2506 1.6010 1.4309 -0.6 0.1 -0.1
N -1.3116 1.2669 0.0295 0.6 0.1 0.3
N 2.4338 -0.4809 0.5703 0.3 0.2 0.4
N -4.0174 1.0949 0.2649 -0.1 -0.1 0.1
N -0.2123 0.2177 -2.4634 -0.1 -0.1 -0.2
N 1.4207 -2.0257 -1.3388 -0.1 -0.2 0.1
N -1.1383 -1.3485 0.9168 0.4 0.1 0.1
C -0.5645 3.9606 -3.8704 0.0 0.0 0.0
C -2.3816 2.0869 2.0305 0.2 -0.3 -0.3
C -0.0152 -0.5649 -3.5843 -0.1 0.0 0.0
C 4.2348 4.9144 3.5058 0.0 -0.1 -0.1
C 3.4899 -4.0597 1.0993 -0.1 0.2 0.1
C 1.0234 -2.2690 -5.0597 -0.1 -0.1 0.1
C 0.7605 3.3383 0.1954 0.3 -0.4 0.0
C 1.6769 -3.8717 -2.7090 0.0 0.2 -0.1
C -1.2328 2.4675 -0.7669 0.3 0.1 0.8
C 3.8781 0.0742 2.2390 0.0 -0.1 0.1
C -1.6323 6.0907 -4.2409 0.0 -0.1 0.0
C -1.5361 0.9678 -4.1800 -0.1 -0.1 0.0
C -1.3818 2.3770 -2.0891 -0.1 0.0 -0.7
C 2.2187 -0.0745 5.4948 0.2 0.1 0.0
C 2.3130 3.5968 2.8882 0.0 0.1 0.1
C 2.9676 -1.6391 1.0920 0.0 0.0 -0.1
C 1.6514 -3.1990 -7.6249 0.0 0.1 0.1
C -0.6384 5.1671 -4.5519 0.0 0.0 0.1
C 1.3561 1.9739 0.2163 -0.1 0.3 0.4
C 4.9640 4.3095 2.4871 -0.1 0.0 0.0
C 5.4507 -5.4774 1.0320 -0.1 0.0 0.1
C 2.0837 -4.2363 -1.4735 0.0 0.0 0.1
C -0.1372 -1.7736 4.4481 0.0 -0.1 -0.1
C -4.8864 -0.0945 0.4377 0.1 0.2 0.1
C 2.9609 0.5454 1.2763 -0.1 0.1 -0.1
C -0.7123 0.8209 6.0360 -0.2 0.2 0.0
C -3.8068 1.7496 1.5693 0.1 -0.4 -0.1
C 2.7134 -2.9043 0.5500 0.2 0.0 -0.1
C -4.3850 0.7422 2.5950 0.0 0.1 -0.1
C 5.0750 -6.0703 2.2346 0.0 0.1 -0.1
C -2.5505 5.7962 -3.2428 0.0 -0.1 0.0
C -0.8145 -0.1076 -4.6583 0.0 0.0 0.0
C 1.2496 -2.4901 -2.6174 0.0 -0.1 0.0
C 0.2509 -3.2531 -5.6667 -0.1 -0.1 -0.1
C -1.4739 3.6584 -2.8560 0.1 -0.2 0.0
C 0.7353 -1.7644 -3.6797 0.0 0.1 0.1
C 3.8756 -1.3078 2.1345 0.0 0.1 0.0
C 2.4197 1.8768 1.0552 0.3 -0.1 0.1
C 3.1190 -4.6663 2.2949 0.0 -0.1 0.1
C 2.9073 4.5561 3.7014 0.0 0.0 -0.1
C 4.3686 3.3442 1.6818 0.0 0.0 0.1
C -1.1423 1.1506 -2.8493 0.0 0.3 0.2
C 2.4319 -2.2144 -7.0261 -0.1 0.0 0.0
C 3.0357 2.9741 1.8715 0.0 -0.2 0.0
C 0.5603 -3.7158 -6.9419 0.0 0.0 0.1
C -5.5156 0.0734 1.8149 0.1 0.0 0.1
C 3.9040 -5.6669 2.8601 0.0 0.0 -0.1
C 4.6617 -4.4818 0.4697 0.0 -0.1 0.1
C 2.0063 -3.0544 -0.6430 0.1 0.0 -0.2
C -0.4875 3.6168 -0.1795 -0.3 -0.3 -0.3
C 2.1180 -1.7540 -5.7539 0.0 0.0 0.0
C -2.4671 4.5875 -2.5570 -0.1 0.1 -0.1
H 3.6031 -6.1232 3.7959 0.0 0.0 0.0
H -0.8656 4.6277 -0.2359 -0.1 0.0 0.1
H 2.2107 -4.3403 2.7911 0.1 0.0 0.0
H 5.9989 4.5857 2.3231 0.0 0.0 0.0
H 6.3672 -5.7809 0.5397 0.0 0.0 0.0
H -3.6213 0.0017 2.8428 0.0 0.0 0.0
H 1.2753 3.3147 3.0386 0.1 0.0 0.0
H -1.6846 7.0350 -4.7697 0.0 0.0 0.0
H -0.5524 0.0859 6.8298 0.0 0.1 -0.1
H -0.8584 -0.5608 -5.6378 0.0 0.1 0.1
H -0.4248 1.8155 6.3931 0.0 -0.1 0.0
H -3.3356 6.5034 -2.9985 0.0 0.0 0.0
H -6.3860 0.7331 1.7704 0.0 0.0 0.0
H 1.9187 -0.3546 6.5090 0.0 0.0 -0.1
H 1.8925 -3.5581 -8.6178 0.0 0.0 0.0
H 2.7231 -0.9903 -5.2793 0.0 0.0 0.0
H 0.3659 -2.3516 3.6680 0.0 0.0 0.1
H -0.6023 -3.6571 -5.1321 0.0 0.0 0.0
H -5.8165 -0.8821 2.2488 0.0 0.1 0.0
H -4.4034 1.7433 -0.4039 0.1 0.0 -0.1
H 0.2107 3.2421 -4.1094 0.0 0.0 0.0
H 0.0871 5.3916 -5.3258 0.0 0.0 0.0
H -1.2147 -1.8659 4.2995 0.1 0.0 0.0
H 5.6991 -6.8325 2.6854 0.0 0.0 0.0
H 4.9549 -4.0062 -0.4595 0.0 0.0 0.0
H 4.4376 0.6857 2.9341 -0.1 -0.1 -0.1
H 1.3675 4.1736 0.5363 0.0 0.0 0.0
H 4.9365 2.8624 0.8935 0.0 0.0 0.0
H -2.2664 1.5704 -4.7016 0.1 0.0 0.0
H 2.8513 0.8176 5.5339 -0.1 -0.1 0.0
H 4.4578 -2.0174 2.7065 0.0 0.1 0.0
H -3.1832 4.3506 -1.7766 0.0 0.0 0.0
H 0.1405 -2.1537 5.4342 0.0 0.0 0.0
H 4.6998 5.6582 4.1427 0.0 0.0 0.0
H -2.2402 0.8410 -0.0820 0.0 0.0 -0.4
H -0.0537 -4.4820 -7.4006 0.0 0.0 0.0
H -4.6946 1.2489 3.5052 0.0 0.0 0.0
H 2.3312 5.0207 4.4947 0.0 0.0 0.0
H -4.2669 -0.9891 0.4210 0.1 -0.1 0.0
H -1.7751 0.8516 5.7715 0.2 0.0 0.0
H 2.4454 -5.2009 -1.1469 0.0 0.1 0.0
H -4.3504 2.6900 1.6389 -0.1 0.1 0.0
H 1.6280 -4.4805 -3.6004 0.0 0.1 0.1
H 3.2887 -1.8076 -7.5495 0.0 0.0 0.0
H 2.7934 -0.8849 5.0388 0.0 0.1 0.0
H -5.6074 -0.1638 -0.3753 0.0 0.0 0.0
```
Forces are in eV/Å.

Total charge   -1
Energy above the lowest of the compared OMol25 structures with the same formula, charge and spin   9.5 kJ/mol
Multiplicity   3
Orbital gap (alpha / beta)   5.5 / 5.6 eV
HOMO energy (alpha / beta)   -0.11866 / -0.15126 Ha
Expectation value of S²   2.136